Entry from the Open Molecules 2025 dataset: a cluster of 7 separate species, C45H103N5O9 in total at a distorted geometry (ωB97M-V with the def2-TZVPD basis set).

Output
- HOMO level (alpha / beta) (eV) = 0.80 / -6.22
- 2S+1 = 2
- charge = -1
- orbital gap (alpha / beta) (eV) = 1.300 / 8.312
- electronic energy (eV) = -74202.4241

Geometry (Å):
C  -5.40381  4.36133  0.46546
C  -4.52384  4.90649  -0.69713
C  -3.14044  4.57534  -0.31100
O  -4.77781  4.24507  -1.87763
H  -5.15959  4.81503  1.42598
H  -5.28266  3.31355  0.74037
H  -6.42484  4.54473  0.13086
H  -4.54160  5.98196  -0.87363
H  -2.83566  5.10592  0.59105
H  -2.41482  4.74820  -1.10579
H  -3.21750  3.53389  0.00132
H  -4.67685  3.30101  -1.73559
C  -1.46374  0.51332  1.29827
C  -0.07334  0.23687  0.87010
C  0.46598  -0.90288  1.75827
O  0.00377  -0.13796  -0.49854
H  -1.92011  1.12593  0.52076
H  -1.47193  0.99449  2.27628
H  -2.01074  -0.42949  1.29917
H  0.63737  1.06109  0.80986
H  0.06473  -1.89488  1.55086
H  0.36528  -0.78688  2.83740
H  1.54907  -0.98039  1.66337
H  0.69255  -0.79881  -0.60084
C  0.23790  4.66357  1.25940
O  -0.17521  5.61002  2.18247
C  -0.32743  6.90618  1.66142
C  1.00313  7.56266  1.33263
N  1.41056  7.39958  -0.01867
C  2.28007  8.41907  -0.59459
C  1.48804  9.65854  -1.11052
O  0.44337  9.11773  -1.96995
C  -0.03815  10.12674  -2.77266
H  1.30987  4.73933  1.07711
H  -0.19273  4.70355  0.25887
H  -0.05499  3.73564  1.75057
H  -0.87656  7.52005  2.37536
H  -0.91527  7.00968  0.74938
H  1.82007  7.20828  1.96122
H  0.78408  8.61756  1.49785
H  0.55745  7.44675  -0.55727
H  2.76849  7.94748  -1.44731
H  3.05166  8.67862  0.13025
H  2.19163  10.32577  -1.60840
H  1.08898  10.19476  -0.24952
H  -0.76728  9.74315  -3.48633
H  0.71323  10.70901  -3.30605
H  -0.60817  10.75580  -2.08896
C  4.27782  0.31505  -4.31872
O  3.53035  -0.92067  -4.12467
C  2.24625  -0.68299  -3.63575
C  1.54318  -1.89594  -2.96106
N  1.91403  -2.07758  -1.57215
C  1.55936  -3.42268  -1.14436
C  0.01270  -3.80445  -1.20668
O  -0.35960  -4.15635  -2.52860
C  -1.48616  -4.91460  -2.68790
H  5.33395  0.05773  -4.39910
H  4.18203  0.85361  -3.37592
H  3.76111  0.95325  -5.03552
H  1.72751  -0.35711  -4.53730
H  2.24725  0.06756  -2.84531
H  1.68969  -2.73047  -3.64677
H  0.47834  -1.66559  -2.92748
H  2.90417  -1.90904  -1.46567
H  1.95555  -3.47159  -0.13009
H  2.08656  -4.12726  -1.78759
H  -0.63712  -2.98122  -0.90981
H  -0.10810  -4.67725  -0.56503
H  -1.35590  -5.92845  -2.30943
H  -1.82941  -5.05910  -3.71231
H  -2.29564  -4.56433  -2.04747
C  7.94643  0.37451  4.22679
C  6.58212  -0.19883  3.64097
C  5.55642  0.80018  4.36626
C  4.14301  0.66152  3.95666
C  4.07151  0.85503  2.39484
C  5.03975  -0.01348  1.58132
N  6.36761  0.02827  2.20999
O  7.45712  -0.53342  1.50946
C  4.42845  -1.37741  1.37087
C  5.08021  0.73681  0.16105
C  6.47009  -1.67571  3.94185
H  8.70857  -0.40184  4.15958
H  7.86955  0.70264  5.26338
H  8.23351  1.18432  3.55605
H  5.60868  0.74976  5.45384
H  5.95454  1.78665  4.12862
H  3.62831  1.49883  4.42792
H  3.80765  -0.33381  4.24812
H  4.17306  1.90731  2.12932
H  3.01542  0.68101  2.18869
H  5.18364  -2.16259  1.33522
H  3.79251  -1.61873  2.22260
H  3.75063  -1.42291  0.51846
H  5.46404  0.06037  -0.60262
H  4.10572  0.88552  -0.30409
H  5.57614  1.70531  0.09631
H  5.46382  -2.06435  3.78534
H  6.66582  -1.89041  4.99242
H  7.18640  -2.20706  3.31523
H  7.77510  0.17671  0.94715
C  0.86077  -4.91141  4.28679
C  -0.66926  -4.85927  4.20960
C  -1.09752  -4.47701  2.71805
C  -2.44654  -4.89188  2.21785
C  -2.72737  -6.35261  2.56952
C  -2.48949  -6.79371  4.04427
N  -1.18844  -6.19442  4.50602
O  -0.91676  -6.65129  5.81940
C  -3.67013  -6.22618  4.85439
C  -2.57071  -8.38235  4.02907
C  -1.22610  -3.87841  5.23018
H  1.29913  -5.77894  3.79348
H  1.17817  -4.95116  5.32879
H  1.39549  -4.11929  3.76268
H  -1.25675  -3.39947  2.75879
H  -0.32980  -4.62396  1.95836
H  -2.60683  -4.70263  1.15644
H  -3.27682  -4.44981  2.76857
H  -2.10082  -6.99080  1.94641
H  -3.77049  -6.41775  2.26006
H  -3.50095  -6.34442  5.92467
H  -3.80699  -5.15500  4.70631
H  -4.57585  -6.75460  4.55683
H  -1.90655  -8.83049  3.29004
H  -2.16668  -8.73898  4.97652
H  -3.58783  -8.73377  3.85562
H  -0.67994  -2.94901  5.06878
H  -1.10058  -4.26727  6.24069
H  -2.26461  -3.71601  4.94173
H  -0.20712  -7.20807  5.49074
C  -2.67571  0.36522  -2.38827
C  -2.93547  -0.11346  -3.85973
C  -2.85846  -1.63542  -3.82807
C  -3.35828  -2.34360  -5.06583
C  -4.76634  -1.86806  -5.44406
C  -4.87975  -0.29618  -5.58312
N  -4.27433  0.22350  -4.34947
O  -4.52331  1.54717  -4.13284
C  -4.25677  0.24497  -6.87290
C  -6.40347  0.03166  -5.59289
C  -1.70973  0.47114  -4.69490
H  -1.87656  -0.24187  -1.96295
H  -3.60303  0.28094  -1.82163
H  -2.36950  1.41123  -2.37423
H  -1.79098  -1.84963  -3.77593
H  -3.35169  -1.96943  -2.91523
H  -3.29034  -3.43132  -5.04695
H  -2.67590  -1.97674  -5.83257
H  -5.54852  -2.38212  -4.88548
H  -4.93208  -2.30374  -6.42936
H  -3.18393  0.12186  -7.02109
H  -4.87263  -0.12667  -7.69187
H  -4.31165  1.33338  -6.85170
H  -7.04203  -0.31198  -6.40667
H  -6.74006  -0.41605  -4.65781
H  -6.58638  1.09616  -5.44636
H  -0.89985  0.58375  -3.97412
H  -1.86482  1.44497  -5.15934
H  -1.23349  -0.17883  -5.42895
H  -3.89357  2.01192  -4.68875